Entry 1:
The following is a DFT calculation (the ωB97M-V functional and the def2-TZVPD basis) of a single C24H32N2O3 molecule.

Geometry as XYZ:
```
61
Properties=species:S:1:pos:R:3
C 2.984 5.845 -1.259
H 2.332 6.060 -2.112
O 3.335 4.485 -1.207
C 2.340 3.562 -1.063
C 2.746 2.229 -1.019
C 1.821 1.217 -0.880
C 0.459 1.494 -0.788
C 0.069 2.825 -0.822
C 0.987 3.854 -0.958
H 0.631 4.872 -0.980
H -0.979 3.076 -0.733
C -0.578 0.401 -0.629
N -0.603 -0.661 -1.621
C 0.260 -1.786 -1.335
H 0.882 -2.063 -2.191
H 0.933 -1.551 -0.507
C -0.524 -3.051 -0.905
C -1.463 -2.747 0.268
O -0.668 -2.275 1.337
C -1.282 -1.927 2.505
C -2.628 -2.089 2.772
C -3.174 -1.728 4.008
C -2.403 -1.194 5.013
C -1.049 -1.016 4.747
N -0.060 -0.507 5.533
C 1.118 -0.519 4.833
C 0.920 -1.035 3.587
C -0.469 -1.366 3.507
C 1.944 -1.195 2.517
H 2.934 -0.976 2.908
H 1.933 -2.212 2.128
H 1.739 -0.513 1.692
H 2.024 -0.155 5.278
H -0.176 -0.175 6.475
H -2.827 -0.920 5.967
H -4.231 -1.880 4.166
H -3.288 -2.505 2.027
H -2.195 -1.991 -0.037
H -1.984 -3.669 0.559
O 0.370 -4.085 -0.568
H 0.790 -3.836 0.265
H -1.122 -3.434 -1.735
C -0.816 -0.313 -3.026
C -1.884 0.782 -3.134
H -2.778 0.496 -2.586
H -1.516 1.730 -2.755
H -2.153 0.920 -4.178
C -1.356 -1.551 -3.759
H -2.243 -1.923 -3.253
H -1.625 -1.286 -4.778
H -0.619 -2.346 -3.804
C 0.454 0.178 -3.748
H 0.236 0.340 -4.801
H 0.805 1.112 -3.321
H 1.255 -0.554 -3.678
H -0.424 -0.079 0.341
H -1.567 0.867 -0.593
H 2.170 0.197 -0.858
H 3.800 2.011 -1.095
H 2.494 6.171 -0.336
H 3.921 6.387 -1.379
```

SMILES string	COc1ccc(CN(C[C@@H](O)COc2cccc3[nH]cc(C)c23)C(C)(C)C)cc1
frontier orbital gap	8.286	eV
max |F|	0.68	eV/A
lowest unoccupied orbital energy	0.75	eV
total energy	-34529.840	eV

Just the Mulliken charges please, in e? Sure, here they are:
1. C -0.847
2. H 0.336
3. O -0.457
4. C 0.751
5. C -0.858
6. C 0.386
7. C 0.362
8. C -0.614
9. C -0.793
10. H 0.411
11. H 0.389
12. C -1.102
13. N 1.106
14. C -0.849
15. H 0.462
16. H 0.132
17. C -0.350
18. C -1.202
19. O -0.087
20. C 1.313
21. C -0.864
22. C -0.766
23. C -1.246
24. C -1.853
25. N 0.035
26. C -1.000
27. C 1.227
28. C 1.718
29. C -0.776
30. H 0.488
31. H 0.173
32. H -0.005
33. H 0.440
34. H 0.176
35. H 0.376
36. H 0.385
37. H 0.380
38. H 0.537
39. H 0.640
40. O -0.683
41. H 0.455
42. H 0.485
43. C 1.332
44. C -1.834
45. H 0.350
46. H 0.338
47. H 0.502
48. C -1.964
49. H 0.348
50. H 0.523
51. H 0.346
52. C -1.454
53. H 0.501
54. H 0.269
55. H 0.286
56. H -0.136
57. H 0.305
58. H 0.424
59. H 0.470
60. H 0.335
61. H 0.245

Entry 2:
The following is a DFT calculation (the ωB97M-V functional and the def2-TZVPD basis) of C6H10O as an isolated structure at a distorted geometry.

Geometry as XYZ:
```
17
Properties=species:S:1:pos:R:3
C 0.751 0.791 0.948
C -0.364 0.408 1.872
C -0.581 -1.640 -0.837
C -0.242 1.213 -0.999
C 1.183 0.158 -0.209
C 0.430 -0.575 -1.178
O 0.080 2.165 -1.652
H 1.442 1.524 1.348
H -1.236 0.926 -0.655
H 2.118 0.542 -0.603
H 0.930 -0.675 -2.136
H 0.010 -0.202 2.700
H -0.819 1.298 2.312
H -1.146 -0.147 1.359
H -1.508 -1.248 -0.412
H -0.869 -2.181 -1.737
H -0.179 -2.358 -0.119
```

frontier orbital gap	8.693	eV
max |F|	2.50	eV/A
lowest unoccupied orbital energy	0.97	eV
total energy	-8428.323	eV

Just the Mulliken charges please, in e? Sure, here they are:
1. C -0.139
2. C -1.024
3. C -1.180
4. C -0.057
5. C -0.419
6. C 0.016
7. O -0.558
8. H 0.396
9. H 0.419
10. H 0.348
11. H 0.437
12. H 0.273
13. H 0.338
14. H 0.226
15. H 0.316
16. H 0.346
17. H 0.261

Entry 3:
The following is a DFT calculation (the ωB97M-V functional and the def2-TZVPD basis) of a 8-piece molecular cluster, C10H34NO9 overall at a distorted geometry.

Geometry as XYZ:
```
54
Properties=species:S:1:pos:R:3
N 28.598 -13.740 -20.500
H 29.486 -14.342 -20.399
H 28.001 -14.404 -21.025
H 28.813 -12.924 -21.105
H 28.327 -13.485 -19.534
C 30.707 -16.409 -20.712
O 30.429 -16.248 -21.993
O 30.960 -17.605 -20.283
O 30.609 -15.407 -19.794
O 31.419 -11.821 -22.668
H 30.750 -12.484 -22.960
H 31.569 -12.046 -21.717
O 28.653 -11.250 -21.861
H 27.919 -11.112 -22.471
H 29.454 -10.973 -22.353
O 31.486 -12.826 -20.016
H 32.386 -12.768 -19.678
H 31.217 -13.819 -19.876
C 29.496 -12.237 -16.237
C 28.271 -11.981 -17.096
C 28.438 -10.885 -18.120
O 27.937 -13.178 -17.836
H 29.283 -12.600 -15.231
H 30.048 -11.300 -16.094
H 30.173 -12.924 -16.744
H 27.389 -11.675 -16.512
H 29.348 -11.010 -18.711
H 28.444 -9.898 -17.645
H 27.591 -10.803 -18.805
H 27.821 -13.933 -17.248
C 28.383 -15.896 -24.889
C 29.292 -14.669 -24.806
C 28.804 -13.465 -25.605
O 29.415 -14.244 -23.452
H 27.582 -15.821 -24.153
H 28.906 -16.844 -24.764
H 27.894 -15.984 -25.874
H 30.269 -14.932 -25.251
H 27.952 -13.038 -25.068
H 28.540 -13.653 -26.648
H 29.609 -12.726 -25.656
H 29.824 -15.024 -22.912
C 25.171 -15.507 -19.359
C 25.194 -14.800 -20.715
C 25.233 -13.294 -20.640
O 26.314 -15.276 -21.503
H 24.335 -15.121 -18.769
H 26.099 -15.395 -18.796
H 25.036 -16.579 -19.522
H 24.268 -15.151 -21.199
H 25.287 -12.840 -21.629
H 26.014 -12.908 -19.995
H 24.252 -13.012 -20.237
H 26.188 -16.225 -21.630
```

frontier orbital gap	5.300	eV
max |F|	2.81	eV/A
lowest unoccupied orbital energy	2.43	eV
net charge	-1
total energy	-30841.235	eV

Just the Mulliken charges please, in e? Sure, here they are:
1. N 0.638
2. H -0.100
3. H 0.351
4. H 0.210
5. H 0.235
6. C 0.494
7. O -0.848
8. O -0.806
9. O -1.022
10. O -0.784
11. H 0.275
12. H 0.471
13. O -0.597
14. H 0.246
15. H 0.298
16. O -0.654
17. H 0.220
18. H 0.416
19. C -1.358
20. C 0.709
21. C -1.371
22. O -0.498
23. H 0.365
24. H 0.362
25. H 0.310
26. H 0.203
27. H 0.222
28. H 0.451
29. H 0.313
30. H 0.191
31. C -1.108
32. C 0.635
33. C -1.474
34. O -0.214
35. H 0.005
36. H 0.354
37. H 0.403
38. H 0.187
39. H 0.240
40. H 0.441
41. H 0.334
42. H 0.340
43. C -1.318
44. C 0.491
45. C -1.095
46. O -0.507
47. H 0.374
48. H 0.225
49. H 0.419
50. H 0.291
51. H 0.287
52. H 0.022
53. H 0.478
54. H 0.247

Entry 4:
The following is a DFT calculation (the ωB97M-V functional and the def2-TZVPD basis) of a 2-piece molecular cluster, C3H11NOP overall at a distorted geometry.

Geometry as XYZ:
```
17
Properties=species:S:1:pos:R:3
C -1.924 1.349 1.871
C 0.104 -0.601 0.753
C -1.532 1.134 0.449
N -0.680 0.290 -0.058
O -2.032 1.923 -0.551
P 1.839 -2.150 -2.163
H -3.000 1.189 2.032
H -1.767 2.441 2.297
H -1.405 0.717 2.601
H 0.577 0.072 1.365
H -0.428 -1.387 1.232
H 0.858 -1.191 0.198
H -0.558 0.065 -1.023
H 2.286 -1.470 -3.281
H -2.677 2.617 -0.296
H 2.056 -3.406 -2.448
H 2.883 -1.974 -1.370
```

frontier orbital gap	8.705	eV
max |F|	3.85	eV/A
lowest unoccupied orbital energy	-4.08	eV
net charge	+1
total energy	-16107.620	eV

Just the Mulliken charges please, in e? Sure, here they are:
1. C -1.093
2. C -0.717
3. C 0.788
4. N -0.072
5. O -0.464
6. P -0.119
7. H 0.379
8. H 0.358
9. H 0.339
10. H 0.460
11. H 0.326
12. H -0.081
13. H 0.297
14. H 0.088
15. H 0.381
16. H 0.071
17. H 0.056